# 1
C2H3N5O | wB97M-V/def2-TZVPD

```
! RIJCOSX wB97M-V def2-TZVPD def2/J DEFGRID3
* xyz 0 1
O 0.4052 0.7209 -1.8864
N -0.8173 -1.5943 -1.1739
N -0.6429 -0.9826 0.9753
N 0.4023 0.3353 -0.5430
N 0.5079 0.9890 1.5814
N 0.7723 1.1921 0.3445
C -0.4030 -0.7779 -0.3239
C -0.1119 -0.1901 1.8466
H 0.6817 1.7284 -1.7184
H -0.5116 -1.1509 -2.0329
H -0.2828 -0.2698 2.9307
*
```

SMILES: [H]/N=c1/ncnnn1O
E_HOMO (Eh): -0.3528
Lowest unoccupied orbital energy (eV): -0.8941

Mulliken atomic charge list, values in e, 5 entries: -0.518 -0.612 -0.429 0.768 -0.475

***

# 2
C2H3N5O | wB97M-V/def2-TZVPD

```
! RIJCOSX wB97M-V def2-TZVPD def2/J DEFGRID3
* xyz 0 1
O 1.2825 -2.0249 -1.4759
N 0.8806 1.1585 -0.0120
N -0.6038 1.8709 1.5774
N 1.3121 0.1791 -0.7027
N -0.6709 -1.1159 -0.4543
N -1.0962 0.0414 0.2315
C -0.3220 1.0276 0.7227
C 0.5128 -1.0105 -0.9090
H 0.8180 -3.0941 -1.1190
H -1.9853 0.2176 0.5938
H -0.1279 2.7502 1.5474
*
```

E_HOMO (Eh): -0.3384
Lowest unoccupied orbital energy (eV): -0.8863

Mulliken atomic charge list, values in e, 5 entries: -0.538 -0.177 -0.656 -0.210 -0.564

***

# 3
C2H3N5O | wB97M-V/def2-TZVPD

```
! RIJCOSX wB97M-V def2-TZVPD def2/J DEFGRID3
* xyz 0 1
O 1.5650 -0.5049 1.2073
N -0.9494 1.4070 -1.2629
N -1.4436 0.7052 -0.2571
N -0.8267 -0.9521 1.6201
N 0.6234 -0.2831 0.0687
N 1.1168 0.1112 -0.9646
C -0.5847 -0.1651 0.5558
C 0.3526 0.7234 -1.7887
H 0.6899 -1.3793 1.4477
H 1.1103 1.0326 -2.7213
H -1.6536 -0.6950 2.0949
*
```

E_HOMO (Eh): -0.3407
Lowest unoccupied orbital energy (eV): -1.3163

Mulliken atomic charge list, values in e, 5 entries: -0.526 -0.191 -0.195 -0.630 0.781

***

# 4
C2H3N5O | wB97M-V/def2-TZVPD

```
! RIJCOSX wB97M-V def2-TZVPD def2/J DEFGRID3
* xyz 0 1
O -0.6034 0.1557 -1.5508
N 0.9494 2.3189 -0.2925
N -0.5966 -1.8401 1.4041
N 0.0062 0.1189 -0.1423
N -0.2997 -2.0455 -0.7761
N -0.4596 -1.3215 -1.8565
C -0.2982 -1.1605 0.3757
C 0.6989 1.2415 0.3641
H -1.1158 -0.8200 2.2957
H 0.0258 2.3030 -1.2235
H 1.6930 1.0495 1.4020
*
```

E_HOMO (Eh): -0.3772
Lowest unoccupied orbital energy (eV): -0.9477

Mulliken atomic charge list, values in e, 5 entries: -0.225 -0.524 -0.498 0.102 -0.110

***

# 5
C2H3N6 | wB97M-V/def2-TZVPD

```
! RIJCOSX wB97M-V def2-TZVPD def2/J DEFGRID3
* xyz 1 1
N -0.6476 1.2366 0.0637
N -1.4179 0.0330 -0.0422
N -0.6794 -0.6255 1.0393
N 0.1414 -1.1880 -0.0145
N -0.6642 -0.5758 -1.0043
N 1.1124 -0.0788 0.0386
C 0.2141 0.5773 -0.9716
C 0.2243 0.5751 1.0376
H 0.3342 -2.1269 -0.0306
H 0.6516 1.2909 1.7357
H 0.7310 0.8821 -1.8518
*
```

E_HOMO (Eh): -0.5634
Lowest unoccupied orbital energy (eV): -5.2226

Mulliken atomic charge list, values in e, 5 entries: -0.390 0.116 -0.402 0.652 -0.358

***

# 6
C2H3NO | wB97M-V/def2-TZVPD

```
! RIJCOSX wB97M-V def2-TZVPD def2/J DEFGRID3
* xyz 0 1
O -2.5417 -0.3272 0.1312
N 0.6531 0.7035 0.3134
C -1.5928 0.2876 -0.1599
C 1.3554 -0.2579 0.0989
H 2.5166 -0.3134 0.3692
H -1.3655 1.1319 -0.8194
H 0.9749 -1.2246 0.0668
*
```

E_HOMO (alpha / beta) (Eh): -0.3298 / -0.2934
Lowest unoccupied orbital energy (alpha / beta) (eV): 0.4422 / -0.0502

Mulliken atomic charge list, values in e, 5 entries: -0.315 -0.395 0.168 -0.193 0.212

***

Quick rundown of ΔE to the lowest compared entry with this formula, charge and spin, same order as above: 4.680 4.506 8.207 10.122 8.357 4.345 eV